Density functional theory data (wB97M-V/def2-TZVPD) for a molecular structure, C36H90N6Na3O16P at a distorted geometry.

The value obtained for the LUMO energy is 0.075 eV. The orbital gap is 8.1 eV. The value obtained for the largest force on an atom is 1.644 eV/A. The calculation puts the relative energy (zero: lowest compared OMol25 entry of this formula, charge and spin) at 235.6 kJ/mol. The calculation puts the electronic energy at -3786.34468 Eh.

Last column: Mulliken charge in e.
Atoms and positions in Å:
Na: -1.7143 -0.2944 -0.9128  0.035
Na: 1.0104 -1.8558 2.3091  0.730
Na: 3.0188 0.8393 -0.7547  0.454
P: 0.6250 -0.1536 0.3456  -0.692
O: 1.0238 -1.5026 -0.2978  -1.141
O: 0.3700 0.8412 -0.8253  0.435
O: 1.7294 0.2179 1.4038  -1.035
O: -0.6781 -0.4994 1.0923  -0.388
C: -2.2709 3.0439 5.1998  -0.431
O: -1.0056 3.0913 5.7971  -0.523
C: 0.0442 2.7483 4.8987  -0.242
C: 0.0042 1.2843 4.4838  -0.246
N: 1.2658 0.7113 4.0561  0.587
C: 2.4945 1.1140 4.7377  -0.049
C: 2.5163 0.7339 6.2133  -1.127
O: 3.4618 -0.3056 6.4124  -0.241
C: 3.8609 -0.4300 7.7484  -0.845
H: -2.5794 2.0117 4.9661  0.177
H: -2.3109 3.6130 4.2631  0.184
H: -3.0033 3.4050 5.9208  0.346
H: 0.9315 2.9208 5.5114  0.282
H: 0.0556 3.4406 4.0480  0.356
H: -0.6638 1.1534 3.6250  -0.177
H: -0.4330 0.7301 5.3253  0.188
H: 1.3803 0.6489 3.0418  -0.354
H: 2.7369 2.1684 4.5509  0.262
H: 3.2853 0.5427 4.2436  0.140
H: 1.5291 0.4367 6.5743  0.438
H: 2.8218 1.6452 6.7504  0.435
H: 4.7130 0.2233 7.9727  0.300
H: 4.0850 -1.4719 7.9709  0.244
H: 3.0765 -0.1224 8.4544  0.339
C: -1.3377 4.4208 1.4574  0.099
O: 0.0339 4.6733 1.6071  -0.475
C: 0.8395 3.6796 1.0122  0.507
C: 2.1748 3.6493 1.7476  -1.006
N: 3.0465 2.6231 1.1783  0.392
C: 4.4514 2.8027 1.5575  -0.551
C: 5.4585 2.5295 0.4621  -0.904
O: 5.3889 1.2089 -0.0535  -0.008
C: 6.5619 0.9000 -0.7484  -1.012
H: -1.8846 5.3387 1.6633  0.349
H: -1.6712 3.6503 2.1743  -0.070
H: -1.5972 4.0261 0.4710  -0.199
H: 1.0696 3.8675 -0.0409  0.252
H: 0.3721 2.7014 1.1637  -0.188
H: 2.0034 3.4632 2.8166  -0.008
H: 2.6586 4.6273 1.6747  0.618
H: 2.7170 1.7222 1.5276  -0.544
H: 4.6778 2.1722 2.4297  0.125
H: 4.6487 3.8350 1.8622  0.573
H: 6.4486 2.7283 0.8934  0.505
H: 5.3143 3.2493 -0.3574  0.337
H: 7.4628 0.8894 -0.1213  0.344
H: 6.7830 1.6593 -1.5173  0.361
H: 6.4339 -0.0614 -1.2406  0.186
C: -5.9512 2.4187 3.9854  -0.760
O: -5.6687 1.8358 2.7351  -0.420
C: -4.2986 1.5601 2.5635  -0.110
C: -4.0388 0.9995 1.1510  -0.171
N: -3.3624 -0.2792 1.1261  1.245
C: -4.0310 -1.3460 1.8947  -0.955
C: -3.8994 -2.7029 1.1926  -0.121
O: -5.1832 -3.3135 1.1709  -0.421
C: -5.1778 -4.5307 0.4851  -0.712
H: -5.7573 3.4970 3.9690  0.252
H: -5.3313 1.9793 4.7802  0.277
H: -6.9849 2.1948 4.2407  0.320
H: -3.9043 0.8927 3.3424  0.119
H: -3.7552 2.5120 2.7012  0.317
H: -3.3646 1.7127 0.6737  -0.189
H: -4.9916 0.9592 0.6250  0.370
H: -2.4092 -0.2101 1.4789  -0.426
H: -5.0813 -1.0924 2.0458  0.446
H: -3.5888 -1.4352 2.8941  0.224
H: -3.2555 -3.3743 1.7753  0.343
H: -3.5157 -2.5778 0.1761  0.026
H: -5.2253 -4.3952 -0.6081  0.230
H: -6.0661 -5.1004 0.7551  0.278
H: -4.2709 -5.1139 0.6901  0.304
C: 5.1188 -0.0305 -3.8942  -1.013
O: 4.0496 0.0122 -2.9771  -0.077
C: 3.1269 -1.0529 -3.0939  -0.029
C: 3.4824 -2.2481 -2.2417  -0.041
N: 3.5138 -1.7955 -0.8539  0.792
C: 3.9993 -2.7674 0.1171  -1.137
C: 4.2216 -2.0770 1.4615  0.598
O: 3.5274 -2.8010 2.5103  -0.574
C: 3.8786 -2.3572 3.8203  -0.693
H: 5.7677 -0.8911 -3.6869  0.339
H: 5.6904 0.8883 -3.8027  0.263
H: 4.7337 -0.1419 -4.9137  0.326
H: 2.9327 -1.3704 -4.1281  0.812
H: 2.1897 -0.6103 -2.7410  -0.650
H: 4.3555 -2.8537 -2.5076  0.604
H: 2.6513 -2.9682 -2.4001  -0.712
H: 2.5017 -1.7548 -0.6090  -0.184
H: 4.9402 -3.2428 -0.1807  0.422
H: 3.2587 -3.5664 0.2815  0.197
H: 3.7225 -1.1052 1.3966  -0.086
H: 5.2799 -1.9713 1.7012  0.564
H: 4.3483 -3.1603 4.3956  0.351
H: 2.9673 -2.0829 4.3581  0.150
H: 4.5564 -1.5045 3.8060  0.312
C: -2.0912 -2.0231 -6.7698  -0.829
O: -1.2620 -1.6957 -5.6710  -0.292
C: -1.6176 -2.3226 -4.4582  -0.599
C: -0.5051 -2.0527 -3.4716  0.400
N: -0.8330 -2.5646 -2.1486  0.874
C: -1.0584 -3.9946 -2.0638  -1.132
C: 0.0252 -4.8722 -2.7196  0.145
O: -0.1656 -6.2459 -2.4295  -0.446
C: -1.2772 -6.8147 -3.0976  -0.673
H: -2.2190 -1.1122 -7.3560  0.172
H: -3.0613 -2.3950 -6.4279  0.405
H: -1.6375 -2.7857 -7.4107  0.251
H: -1.8518 -3.3846 -4.5985  0.726
H: -2.5403 -1.8633 -4.0609  0.233
H: -0.3966 -0.9698 -3.3742  -0.636
H: 0.4319 -2.4639 -3.8765  0.102
H: -0.1658 -2.3027 -1.4139  -0.284
H: -2.0462 -4.2158 -2.4870  0.593
H: -1.1123 -4.3583 -1.0345  0.454
H: 0.9516 -4.6126 -2.2031  -0.237
H: 0.0831 -4.7271 -3.8029  0.296
H: -2.2343 -6.3671 -2.8325  0.280
H: -1.2661 -7.8693 -2.8202  0.294
H: -1.1235 -6.7916 -4.1851  0.269
C: -3.0881 2.2344 -6.7544  -0.702
O: -2.0521 2.6121 -5.8801  -0.420
C: -1.2247 1.5071 -5.5043  -0.513
C: -0.3988 1.9303 -4.3103  -0.855
N: -1.0334 1.7106 -3.0355  1.249
C: -2.0585 2.7087 -2.6781  0.284
C: -3.4451 2.2335 -2.9701  -0.453
O: -3.7498 1.1745 -2.0668  0.293
C: -5.0264 0.6507 -2.2413  -1.061
H: -3.7817 1.5159 -6.2927  0.234
H: -2.6848 1.6989 -7.6297  0.298
H: -3.5916 3.1443 -7.0649  0.237
H: -0.5605 1.3275 -6.3584  0.605
H: -1.8393 0.6369 -5.2663  0.194
H: -0.1089 2.9786 -4.4814  0.649
H: 0.5040 1.3073 -4.3292  0.088
H: -0.4344 1.6115 -2.2197  -0.549
H: -1.8141 3.6464 -3.1951  0.468
H: -1.9237 2.9691 -1.6244  -0.887
H: -3.4595 1.8161 -3.9813  0.029
H: -4.1916 3.0253 -2.8447  0.485
H: -5.3262 -0.0005 -1.4228  0.224
H: -5.0488 0.0490 -3.1696  0.248
H: -5.8256 1.3936 -2.3722  0.363